The following is a DFT calculation (wB97M-V/def2-TZVPD) of a cluster of 9 separate species, C16H42BF4N2O6 in total at a distorted geometry.

The geometry in XYZ format:
```
71
Properties=species:S:1:pos:R:3:forces:R:3:lowdin_charge:R:1
B 0.02846 -0.13122 0.71575 0.34 0.16 -0.91 -1.251
F -1.34363 0.01350 0.85990 0.00 0.73 1.14 0.143
F 0.29612 0.21405 -0.62853 0.49 0.08 -0.09 0.107
F 0.78870 0.70854 1.57399 -0.46 -0.13 -0.02 0.106
F 0.36428 -1.44756 0.94197 0.26 -0.59 0.17 0.162
C -2.16576 -4.09117 1.31161 -2.37 -1.41 -0.34 -0.063
C -1.73509 -5.25053 0.44334 2.25 -4.45 -3.57 -0.237
N -1.28050 -6.19216 -0.19832 -2.99 5.86 4.03 0.090
H -1.52158 -3.26941 1.17189 1.35 0.73 0.27 0.032
H -3.19097 -3.57446 1.05881 1.66 -1.65 0.22 0.118
H -2.18803 -4.55646 2.33059 0.08 1.03 -0.66 0.089
C 1.90564 -1.42865 -2.94304 -2.98 -0.60 -0.57 -0.043
C 0.66095 -0.93431 -3.67811 1.09 -0.08 1.05 -0.266
N -0.24924 -0.55835 -4.26788 -0.05 -0.08 -0.04 0.124
H 2.00402 -2.44094 -3.43133 0.64 0.91 1.14 0.094
H 2.64470 -0.70667 -3.17614 1.06 0.30 -0.30 0.034
H 1.71075 -1.38645 -1.83275 0.16 -0.50 -1.27 0.083
C 2.63150 -5.79066 0.66552 2.62 11.73 0.70 -0.023
C 1.91145 -4.44860 0.23920 0.82 -4.54 -1.92 -0.298
O 1.87186 -3.72353 1.38381 2.43 -3.84 2.16 0.002
H 3.49156 -5.49984 1.28166 -0.06 0.21 0.01 0.100
H 3.00259 -6.28397 -0.01994 3.49 -4.57 -7.43 -0.016
H 2.16149 -6.37819 1.17204 -6.27 -6.25 6.01 -0.025
H 0.93275 -4.79618 -0.23414 0.70 0.96 0.85 0.100
H 2.51023 -4.01473 -0.59460 -0.22 0.20 0.55 0.110
H 1.43261 -3.01248 1.14678 -3.44 6.11 -0.89 -0.038
C -2.83079 2.52865 -2.44132 0.50 2.58 2.24 -0.052
C -1.52504 2.74470 -1.58496 -3.64 2.33 -2.20 -0.317
O -1.65918 3.97133 -0.91413 -0.40 0.86 -0.92 -0.065
H -2.71499 1.56378 -2.88053 -0.59 -0.49 -0.73 0.036
H -3.06623 3.45439 -3.12187 0.69 -2.05 1.03 0.106
H -3.50051 2.57883 -1.55846 -0.75 -0.48 -1.16 0.074
H -0.78073 2.65672 -2.27166 3.03 0.26 -1.56 0.077
H -1.45518 2.06406 -0.85427 0.24 -3.25 2.24 0.054
H -1.00274 3.93536 -0.23776 0.91 0.29 1.01 0.020
C 1.40062 5.60660 1.03362 -1.29 0.29 0.71 -0.081
C 1.42779 4.17220 1.58591 3.55 1.68 -4.66 -0.350
O 0.50834 3.41142 0.89443 -0.06 -2.57 -2.16 -0.083
H 2.34522 5.97839 1.45053 -0.62 1.06 0.06 0.055
H 0.36327 6.19054 1.34238 2.95 -1.34 -0.74 0.135
H 1.52862 5.62643 -0.06425 -0.30 -0.14 0.49 0.069
H 0.97579 4.10500 2.41151 -2.19 0.71 7.71 0.031
H 2.54216 3.86241 1.75552 -1.83 -0.24 -1.04 0.150
H 0.57553 2.48500 1.21638 -0.22 0.54 -0.37 0.080
C -3.36647 -2.55340 -2.31377 1.27 2.40 -0.77 -0.047
C -2.51776 -1.42994 -1.65765 -4.56 -1.19 -1.05 -0.367
O -3.19846 -1.06111 -0.51503 0.37 3.12 2.70 -0.125
H -4.34478 -2.06398 -2.21252 -0.17 -0.68 -0.89 0.074
H -3.34850 -3.44296 -1.70560 0.17 -0.43 -0.11 0.045
H -2.91106 -2.62597 -3.35043 -1.23 -0.55 1.00 0.090
H -2.37903 -0.58730 -2.25763 0.54 1.04 -1.50 0.074
H -1.72418 -1.80974 -1.24791 5.69 -2.18 0.94 0.044
H -2.50058 -0.39739 -0.09278 -2.67 -2.01 -0.68 0.097
C 4.57878 1.76265 -2.27541 -0.94 6.74 6.41 -0.037
C 3.21969 1.96401 -1.38437 3.37 2.82 1.18 -0.375
O 2.22859 1.59697 -2.17901 -4.99 -1.65 -0.59 -0.111
H 4.57042 0.81432 -2.45198 0.70 -5.63 -1.62 -0.021
H 5.39436 2.18504 -1.54054 -1.01 -1.28 -1.67 0.107
H 4.43847 2.47167 -3.02487 0.10 0.60 -1.80 0.039
H 3.15747 3.14925 -1.01013 0.14 -2.71 -0.83 0.145
H 3.23296 1.33804 -0.49552 0.41 0.07 0.44 0.099
H 1.41248 1.24524 -1.63097 2.16 1.08 -1.43 0.121
C -2.36911 1.55456 5.24972 2.81 1.96 0.70 -0.099
C -1.61954 1.25873 3.94894 -4.04 -0.37 -2.11 -0.387
O -0.38831 0.69946 4.22184 0.78 -0.76 -0.75 -0.065
H -1.53999 1.99316 5.92910 -1.46 -0.22 -0.78 0.100
H -2.60038 0.66312 5.72389 -0.68 -1.90 0.86 0.029
H -3.25278 2.20715 5.26774 0.46 -0.12 -0.57 0.073
H -1.60941 2.14546 3.30175 0.65 0.26 0.29 0.100
H -2.37782 0.59909 3.27173 1.91 0.69 1.47 0.146
H 0.00814 0.36852 3.37830 -0.39 0.54 0.95 0.081
```
Positions in Å, forces in eV/Å.

Frontier orbital gap in eV: 9.8
LUMO in eV: 2.8
Total charge: -1



The following is a DFT calculation (wB97M-V/def2-TZVPD) of a structure of composition C16H42FeO6 at a distorted geometry.

The geometry in XYZ format:
```
65
Properties=species:S:1:pos:R:3:forces:R:3:mulliken_spin:R:1
Fe -0.14707 -0.01218 -0.16776 -0.38 1.03 0.58 3.802
C -1.26971 3.40899 -2.71252 -0.06 -0.13 1.18 0.005
C -1.64200 1.92659 -2.56415 1.01 -1.79 -0.48 0.001
O -1.41490 1.22514 -1.35910 -0.12 1.05 0.56 0.045
H -1.90306 3.97146 -2.02652 0.28 0.26 0.30 0.000
H -1.39174 3.90359 -3.67615 -0.23 -0.64 -0.36 0.000
H -0.21454 3.52712 -2.46602 0.12 0.25 0.30 -0.001
H -1.02556 1.36039 -3.26237 0.20 0.17 -1.02 -0.001
H -2.65272 1.78708 -2.94766 -0.53 0.05 0.26 0.002
C 2.46840 -1.71111 3.10914 1.08 0.34 -0.16 0.002
C 1.09747 -1.41595 2.61240 -1.31 0.03 -2.45 0.002
O 0.99531 -1.03819 1.24468 0.46 0.15 -0.07 0.049
H 2.82680 -2.70444 2.83907 -0.20 -0.18 0.25 0.000
H 2.49039 -1.52930 4.18365 0.27 -0.36 0.12 0.000
H 3.18794 -1.04119 2.63842 0.00 0.33 0.09 0.000
H 0.64898 -0.64892 3.24377 -0.25 0.20 0.42 0.000
H 0.52083 -2.33937 2.66618 -0.43 -0.21 0.76 0.002
C -2.38440 -2.97634 1.75689 0.27 0.55 0.22 0.002
C -1.66401 -2.80138 0.39317 -0.89 -2.47 1.61 0.006
C -2.20341 -3.84695 -0.62463 0.60 1.99 0.44 0.001
O -1.75890 -1.43854 0.05365 -0.12 -0.54 -0.67 0.024
H -1.81904 -2.40284 2.49144 0.01 -0.10 0.18 0.000
H -2.54973 -3.98205 2.14330 0.55 -0.23 -0.31 0.000
H -3.38800 -2.55129 1.77131 -0.12 0.27 -0.46 0.000
H -0.62924 -3.13191 0.48312 0.25 0.88 0.35 0.000
H -1.50498 -3.71063 -1.45028 -0.30 -0.80 -0.41 0.000
H -3.22191 -3.62014 -0.93979 -0.11 -0.24 -0.01 0.000
H -2.12374 -4.78607 -0.07708 -0.05 -0.16 -0.62 0.000
H -2.64081 -1.37991 -0.32103 -0.11 0.91 -0.31 0.000
C 2.55009 -0.92988 -3.32325 -1.99 0.51 -0.89 0.000
C 1.01530 -1.14648 -3.09444 0.52 -2.77 1.09 0.001
C 0.52086 -2.58108 -3.59588 0.45 0.87 0.26 0.001
O 0.78628 -1.15419 -1.62364 -0.13 0.30 -1.82 0.013
H 2.61413 -1.13898 -4.39109 0.79 -0.04 -0.06 0.000
H 3.22516 -1.54651 -2.72983 -0.34 -0.22 -0.05 0.001
H 2.78974 0.12207 -3.16811 0.05 -0.07 0.07 -0.001
H 0.37018 -0.44755 -3.62681 0.27 0.54 0.71 0.000
H 0.94448 -3.39819 -3.01194 0.41 0.09 0.09 0.000
H 0.77786 -2.74998 -4.64160 0.08 0.10 -0.03 0.000
H -0.55539 -2.72491 -3.50053 -0.08 0.49 0.02 0.000
H 1.36552 -1.84658 -1.29702 0.12 -0.05 0.54 0.001
C -2.41365 3.16707 1.43974 0.07 -1.30 0.73 -0.002
C -1.84340 2.11207 2.39097 0.30 -0.30 0.59 0.005
C -2.86429 1.27771 3.19195 -0.43 1.13 -0.56 0.000
O -0.99263 1.13781 1.74952 -0.33 0.11 -0.50 0.018
H -3.09762 2.64137 0.77346 0.21 0.32 -0.46 0.000
H -1.58342 3.66451 0.93837 -0.32 -0.03 -0.25 0.000
H -2.99146 3.86797 2.04221 0.10 0.17 -0.05 0.000
H -1.14241 2.58791 3.07675 -0.28 0.46 0.39 0.002
H -3.55947 0.79535 2.50481 0.11 -0.21 -0.11 0.000
H -3.47975 1.92812 3.81346 0.09 -0.01 0.25 0.000
H -2.37865 0.52481 3.81275 0.03 0.05 0.07 0.000
H -0.94556 0.48945 2.45592 0.68 -0.60 -0.37 -0.003
C 2.59634 2.76237 1.21978 1.42 -0.19 -0.47 0.001
C 2.62244 2.12346 -0.20032 3.06 -1.02 3.58 0.002
C 3.71065 0.95952 -0.15869 -1.04 -0.52 -1.03 -0.001
O 1.31313 1.69476 -0.40842 -0.15 -0.12 -1.65 0.018
H 3.58383 2.65419 1.66839 0.31 0.37 -0.10 0.000
H 1.98711 2.19541 1.92370 -0.65 0.34 -0.40 -0.001
H 2.41388 3.82903 1.08919 -0.57 -0.05 0.63 0.000
H 3.06545 2.87762 -0.85076 -0.86 -0.02 -0.72 0.002
H 3.83405 0.47942 -1.12945 -0.25 0.19 -0.41 0.000
H 3.44262 0.10478 0.46234 -0.42 0.33 0.46 0.000
H 4.73663 1.23549 0.08484 -0.29 0.72 0.32 0.000
H 0.89508 2.39014 -0.92154 -0.82 -0.20 -0.17 -0.001
```
Positions in Å, forces in eV/Å.

Frontier orbital gap (spin up / spin down) in eV: 7.9 / 7.5
LUMO (spin up / spin down) in eV: 0.7 / 0.7
⟨S²⟩: 6.007
Spin multiplicity: 5



Per-record energy relative to the best compared isomer or geometry (same formula, charge and spin), kcal/mol: 12.25 42.96